No. 1
ORCA calculation (ωB97M-V with the def2-TZVPD basis set) on one molecule with the formula C14H18N2O4 in a non-equilibrium geometry.

XYZ file:
```
38
C14H18N2O4 ωB97M-V with the def2-TZVPD basis set
O 4.19050 1.19296 0.52223
C 3.85599 0.09845 0.07149
O 4.80495 -0.81450 -0.39706
C 2.41707 -0.40948 0.24883
C 2.04410 -1.63281 -0.62182
C 0.61195 -1.95102 -0.44742
C -0.27609 -1.60786 -1.42035
C -1.61592 -1.73374 -1.13870
C -2.07350 -2.29387 0.01193
O -3.40087 -2.29832 0.31797
C -1.17918 -2.80699 0.99468
C 0.19937 -2.65387 0.70720
N 1.43179 0.62116 0.02915
C 0.50171 0.80201 1.04880
O 0.54978 0.19886 2.11760
C -0.35522 1.93983 0.74096
C -1.88969 1.69590 1.00966
C -2.51025 2.71829 0.00223
C -1.54984 2.73740 -1.20674
N -0.23033 2.43578 -0.62186
H 5.53707 -0.14160 -0.46094
H 2.22176 -0.71811 1.30357
H 2.61114 -2.54726 -0.30540
H 2.27311 -1.47807 -1.65218
H -0.05186 -1.10409 -2.44917
H -2.44042 -1.43631 -1.83353
H -3.47260 -3.09046 0.79045
H -1.57428 -3.31344 1.89188
H 1.02841 -2.97046 1.42780
H 1.94085 1.42092 -0.34897
H 0.06844 2.77731 1.49984
H -2.16787 0.64687 0.93954
H -2.16499 1.92366 2.00625
H -2.35958 3.70186 0.37785
H -3.59310 2.69265 -0.23920
H -1.52064 3.72979 -1.75667
H -1.99345 1.91456 -1.89212
H 0.13166 1.75397 -1.26780
```

Computed properties:
F_max, eV Å⁻¹: 3.09
HOMO, eV: -8.66
Orbital gap, eV: 9.2
E_tot, eV: -25979.1802
SMILES string: O=C(O)[C@H](Cc1ccc(O)cc1)NC(=O)[C@@H]1CCCN1
ΔE to the lowest compared entry with this formula, charge and spin, kcal per mole: 59.2

=====

No. 2
ORCA calculation (ωB97M-V with the def2-TZVPD basis set) on one molecule with the formula C10H9NSi in a non-equilibrium geometry.

XYZ file:
```
21
C10H9NSi ωB97M-V with the def2-TZVPD basis set
C 2.00294 -2.51674 0.73006
C 2.30379 -1.42598 0.29809
Si 2.27262 0.11478 -0.64969
C 3.83990 1.01797 -0.06992
C 4.86742 1.35009 0.53059
N 0.81532 0.82669 -0.08206
C -0.48609 0.44863 -0.16838
C -1.39532 1.33853 0.29029
C -2.72262 0.93362 0.54029
C -3.02785 -0.40124 0.31651
C -2.16380 -1.23099 -0.31485
C -0.84182 -0.91244 -0.39631
H 1.90243 -3.47769 1.18599
H 2.25735 -0.41625 -2.33476
H 5.62240 1.73965 1.17951
H 0.95262 1.74018 0.34039
H -1.08801 2.47305 0.44612
H -3.46620 1.52389 1.15833
H -4.11765 -0.61222 0.30922
H -2.38895 -2.26644 -0.20260
H -0.05021 -1.69914 -0.61000
```

Computed properties:
F_max, eV Å⁻¹: 4.27
HOMO, eV: -8.19
Orbital gap, eV: 8.9
E_tot, eV: -19879.2555
SMILES string: C#C[SiH](C#C)Nc1ccccc1
ΔE to the lowest compared entry with this formula, charge and spin, kcal per mole: 0.0

=====

No. 3
ORCA calculation (ωB97M-V with the def2-TZVPD basis set) on C23H37IrN10O7P2 as an isolated structure in a non-equilibrium geometry.

XYZ file:
```
80
C23H37IrN10O7P2 ωB97M-V with the def2-TZVPD basis set
Ir 0.13510 -0.70475 -0.86460
C -1.77425 -0.32936 3.83756
N -0.61633 -0.66377 3.05558
C -0.23607 -2.03975 2.97627
P 0.45785 0.47575 2.44977
O 1.19552 0.03428 1.26060
O -0.46835 1.77301 2.18427
P -1.25923 2.09920 0.80088
O -1.44075 0.92488 -0.06258
N -0.31386 3.29124 0.11763
C -0.76403 3.79695 -1.16080
C 0.60961 4.14865 0.82577
N -2.70579 2.68871 1.37635
C -2.72771 3.90372 2.15813
C -3.94420 2.32672 0.73051
N 1.43485 1.03844 3.67080
C 0.86035 1.62643 4.85959
C 2.77582 0.52095 3.80843
H -1.57557 -0.39838 4.91161
H -2.57634 -1.03756 3.61392
H -2.10766 0.68048 3.60058
H -0.52816 -2.58752 3.87188
H 0.83540 -2.13883 2.79905
H -0.74591 -2.49641 2.10104
H -1.35522 3.03355 -1.66349
H 0.10680 4.05150 -1.76893
H -1.37061 4.70353 -1.05171
H 0.66122 3.87743 1.87734
H 0.32673 5.19968 0.72999
H 1.60762 4.02943 0.39222
H -1.78592 4.02480 2.68855
H -3.54186 3.84391 2.88353
H -2.90730 4.78987 1.54127
H -3.79419 1.42330 0.14300
H -4.31743 3.12877 0.08590
H -4.70318 2.13405 1.49398
H -0.10470 2.07327 4.62980
H 1.52783 2.40857 5.22904
H 0.74354 0.89691 5.66452
H 3.10654 0.12698 2.85010
H 2.84015 -0.26151 4.56969
H 3.44144 1.33121 4.11235
O -4.65370 -4.43653 -1.41449
C -4.39809 -3.91779 -2.56909
O -4.99924 -4.16037 -3.58396
C -3.25120 -2.93825 -2.68345
C -2.88446 -2.35211 -3.88967
N -1.83933 -1.55648 -3.64324
N -1.49018 -1.58509 -2.35369
C -2.33374 -2.41786 -1.74352
C -2.18361 -2.67524 -0.25467
O -3.06099 -3.29158 0.32737
O -1.12134 -2.21804 0.25587
H -4.12731 -4.09573 -0.63442
H -3.32308 -2.49449 -4.86022
H -1.35868 -0.96704 -4.31028
C 3.04768 2.00666 -5.00233
N 2.61016 1.58194 -3.69873
C 3.18685 1.91296 -2.51247
C 2.47940 1.27232 -1.53703
N 1.47629 0.55383 -2.12179
C 1.59277 0.76102 -3.42704
H 3.83189 2.75264 -4.89814
H 2.22191 2.43551 -5.56995
H 3.44914 1.16390 -5.56647
H 4.03457 2.56242 -2.45223
H 2.61918 1.28234 -0.47470
H 0.95823 0.33913 -4.17935
N 5.06039 -6.54533 -1.37365
C 4.32608 -5.67372 -1.30820
C 3.41231 -4.58944 -1.23446
C 2.17204 -4.67034 -1.87086
C 1.32580 -3.57796 -1.78919
N 1.64627 -2.46495 -1.13266
C 2.82606 -2.38762 -0.52195
C 3.74776 -3.41874 -0.55063
H 1.88682 -5.56050 -2.41004
H 0.36282 -3.59121 -2.27732
H 3.04545 -1.46488 -0.00351
H 4.70326 -3.32167 -0.05925
```

Computed properties:
F_max, eV Å⁻¹: 2.44
HOMO (alpha / beta), eV: -15.45 / -15.66
Orbital gap (alpha / beta), eV: 8.2 / 2.4
Net charge: +3
Spin multiplicity: 6
E_tot, eV: -75075.6062
ΔE to the lowest compared entry with this formula, charge and spin, kcal per mole: 34.0

=====

No. 4
ORCA calculation (ωB97M-V with the def2-TZVPD basis set) on one molecule with the formula C12H14Si in a non-equilibrium geometry.

XYZ file:
```
27
C12H14Si ωB97M-V with the def2-TZVPD basis set
C -1.02921 2.56877 -1.05609
Si -0.62429 1.45781 0.52365
C 0.92866 0.41092 0.24054
C 2.01481 0.51221 1.12721
C 3.18522 -0.23060 0.91090
C 3.30059 -0.89428 -0.25450
C 2.26467 -1.02516 -1.22025
C 1.11900 -0.31192 -0.98615
C -2.43032 0.17174 0.50776
C -2.13526 -0.87683 1.53269
C -1.52864 -1.88708 0.86615
C -1.62928 -1.74662 -0.45035
C -2.14105 -0.53006 -0.71515
H -0.72966 2.07301 -1.99526
H -2.14022 2.60454 -0.96212
H -0.68361 3.49584 -0.95612
H -0.71147 2.07296 1.83225
H 1.90588 1.01546 2.07411
H 4.21907 -0.02530 1.49632
H 4.21338 -1.43910 -0.51385
H 2.46951 -1.68209 -2.17622
H 0.25780 -0.52542 -1.62795
H -3.16068 0.96612 0.68194
H -2.09385 -0.67972 2.61883
H -1.12414 -2.85051 1.27563
H -1.28554 -2.53832 -1.10753
H -2.43137 -0.10639 -1.66643
```

Computed properties:
F_max, eV Å⁻¹: 5.95
HOMO, eV: -7.91
Orbital gap, eV: 8.6
E_tot, eV: -20546.2211
SMILES string: C[Si@H](c1ccccc1)C1C=CC=C1
ΔE to the lowest compared entry with this formula, charge and spin, kcal per mole: 7.7

=====

No. 5
ORCA calculation (ωB97M-V with the def2-TZVPD basis set) on one molecule with the formula C4H12NOS in a non-equilibrium geometry.

XYZ file:
```
19
C4H12NOS ωB97M-V with the def2-TZVPD basis set
C -1.55911 0.19721 -0.63324
O -2.71156 0.90771 -0.16860
C -0.66814 -0.10506 0.59299
C 0.40945 -1.09717 0.11836
C 1.34523 -0.47049 -0.95326
S 2.48737 0.72775 -0.23053
N -1.59806 -0.72734 1.58836
H -1.05716 0.74631 -1.42174
H -1.83565 -0.78287 -1.00277
H -3.42106 0.84301 -0.82573
H -0.22315 0.80815 0.97187
H -0.06961 -2.01487 -0.21120
H 1.08266 -1.35829 0.93968
H 0.90256 -0.00622 -1.83162
H 1.87909 -1.34864 -1.32945
H 3.44961 0.62907 -1.17349
H -2.52838 -0.26849 1.47532
H -1.80333 -1.76332 1.38976
H -1.29838 -0.58310 2.57117
```

Computed properties:
F_max, eV Å⁻¹: 1.66
HOMO (alpha / beta), eV: -3.39 / -9.53
Orbital gap (alpha / beta), eV: 4.0 / 10.0
Spin multiplicity: 2
E_tot, eV: -18711.8564
ΔE to the lowest compared entry with this formula, charge and spin, kcal per mole: 55.0

=====

No. 6
ORCA calculation (ωB97M-V with the def2-TZVPD basis set) on an isolated ion of composition C15H34B and charge -1.

XYZ file:
```
50
C15H34B ωB97M-V with the def2-TZVPD basis set
C 0.26643 -0.50780 3.25990
C -1.13746 -0.18203 3.79857
C -2.27296 -0.19917 2.77113
C -2.72404 -1.57141 2.25488
C -1.68658 -2.34967 1.43043
B -1.21147 -1.59649 0.05183
C -0.44516 -2.65349 -0.96553
C 0.50857 -2.02980 -1.99049
C 1.66311 -1.24562 -1.36292
C 2.66825 -0.65863 -2.35703
C 2.09078 0.45802 -3.23826
C 1.66579 1.70575 -2.43541
C 0.14599 1.86623 -2.26914
C -0.27159 3.02769 -1.35336
C -0.42430 2.65451 0.13298
C 0.89649 2.54394 0.90858
H 0.34144 -0.25008 2.19524
H 1.03418 0.04738 3.81153
H 0.50175 -1.57295 3.34861
H -1.38966 -0.87402 4.61485
H -1.11183 0.82032 4.24970
H -3.13861 0.29054 3.24479
H -1.98584 0.42465 1.91247
H -3.10086 -2.15535 3.11464
H -3.58726 -1.39799 1.59486
H -0.82968 -2.61206 2.07198
H -2.14088 -3.31904 1.15220
H -0.49061 -0.62100 0.29724
H -2.23633 -1.15133 -0.50682
H -1.22443 -3.18982 -1.53457
H 0.09805 -3.43574 -0.40088
H -0.08276 -1.37271 -2.64460
H 0.95282 -2.79380 -2.65712
H 2.18991 -1.92620 -0.67663
H 1.26058 -0.44389 -0.72918
H 3.06994 -1.46285 -2.98913
H 3.51853 -0.23261 -1.80662
H 2.84117 0.74008 -3.98859
H 1.22834 0.07330 -3.79675
H 2.13459 1.67616 -1.44238
H 2.05322 2.61048 -2.92466
H -0.28502 2.02047 -3.26740
H -0.28119 0.93630 -1.88032
H -1.22460 3.43665 -1.70791
H 0.46624 3.84168 -1.45133
H -1.06732 3.39831 0.62097
H -0.94816 1.69334 0.20624
H 1.54488 3.40510 0.70572
H 0.71863 2.50364 1.98868
H 1.43891 1.63101 0.63898
```

Computed properties:
F_max, eV Å⁻¹: 0.27
HOMO, eV: -4.68
Orbital gap, eV: 8.1
Net charge: -1
E_tot, eV: -16784.0853